(1)
{"formula": "C4H7NOS", "method": "ωB97M-V with the def2-TZVPD basis set", "elements": ["S", "O", "N", "C", "C", "C", "C", "H", "H", "H", "H", "H", "H", "H"], "xyz": [[1.105, 0.205, -0.975], [-1.354, -0.179, -0.005], [0.372, 0.092, 2.117], [-0.130, 1.239, 1.362], [-0.951, -1.308, -0.697], [-0.362, 0.836, -0.089], [0.237, -1.331, -1.284], [0.425, 0.325, 3.077], [-1.731, -2.045, -0.620], [0.582, 2.050, 1.368], [-0.264, -0.652, 2.044], [-0.774, 1.695, -0.595], [-1.130, 1.643, 1.673], [0.665, -2.119, -1.865]], "atomic_forces_ev_per_a": [[-0.2, -0.5, -0.3], [0.5, -0.8, -1.0], [0.6, 1.4, -0.7], [-0.4, -0.2, -0.4], [-0.6, 0.2, 0.3], [0.0, 0.3, 1.1], [-0.2, 1.0, 0.6], [0.2, 0.2, 1.0], [0.2, -0.4, -0.3], [0.3, 0.3, 0.3], [-1.0, -1.2, -0.2], [-0.1, 0.2, -0.5], [0.7, -0.3, 0.1], [0.1, -0.2, -0.1]], "mulliken_charge": [-0.1934, -0.3776, -0.5500, -0.4891, -0.3841, -0.1217, -0.2280, 0.2232, 0.3806, 0.4054, 0.1931, 0.4590, 0.2830, 0.3997], "e_homo_ev": -7.8, "orbital_gap_ev": 8.704, "e_above_lowest_ev": 1.4752, "e_tot_ha": -684.75286}



(2)
{"formula": "C4H7NOS", "method": "ωB97M-V with the def2-TZVPD basis set", "elements": ["S", "O", "N", "C", "C", "C", "C", "H", "H", "H", "H", "H", "H", "H"], "xyz": [[-1.412, 2.071, -2.570], [-0.133, -2.394, 0.350], [1.839, -1.424, 0.703], [-1.303, 0.688, -1.440], [-0.763, 0.787, -0.185], [-0.107, -0.196, 1.217], [0.505, -1.414, 0.699], [2.358, -2.275, 0.521], [-0.727, 1.892, 0.013], [-1.582, -0.096, -2.115], [-0.949, -0.446, 1.801], [0.493, 0.412, 1.760], [2.480, -0.657, 0.998], [-0.699, 3.052, -1.751]], "atomic_forces_ev_per_a": [[1.0, 1.6, 1.9], [-0.1, 0.3, 0.0], [3.4, 0.7, 0.4], [1.4, 0.3, 1.2], [0.1, 0.4, 0.6], [-3.8, 1.1, -5.0], [-0.3, -1.4, -0.2], [-0.6, 0.0, -0.2], [0.5, -1.2, 0.6], [0.0, -1.3, 0.6], [-1.1, -0.3, 0.5], [2.0, 2.1, 1.3], [-1.5, -0.8, -0.3], [-1.2, -1.5, -1.4]], "mulliken_charge": [-0.2129, -0.6266, -0.3785, 0.0292, -0.3851, -0.6147, 0.5324, 0.2296, 0.0620, 0.3306, 0.2848, 0.4131, 0.2022, 0.1338], "e_homo_ev": -8.6, "orbital_gap_ev": 9.279, "e_above_lowest_ev": 2.4575, "e_tot_ha": -684.71676}



(3)
{"formula": "C4H7NOS", "method": "ωB97M-V with the def2-TZVPD basis set", "elements": ["S", "O", "N", "C", "C", "C", "C", "H", "H", "H", "H", "H", "H", "H"], "xyz": [[-1.147, -1.005, -0.311], [3.207, -1.233, 0.068], [-1.564, 0.775, -0.257], [2.776, 0.003, 0.332], [1.889, 0.678, -0.322], [-2.807, 0.454, 0.320], [-2.740, -0.867, 0.451], [2.542, -1.616, -0.592], [1.512, 0.137, -1.092], [-3.402, -1.615, 0.700], [1.624, 1.642, 0.090], [3.355, 0.449, 1.278], [-1.662, 1.095, -1.212], [-3.584, 1.102, 0.546]], "atomic_forces_ev_per_a": [[-0.6, 1.3, 0.1], [-1.3, -1.6, -1.5], [1.0, -0.7, 0.1], [3.1, 1.2, 4.0], [0.3, 1.8, 1.8], [0.5, -1.6, -0.3], [1.1, 0.8, -0.9], [1.5, 0.5, 1.2], [-1.9, -0.6, -2.6], [-1.1, -1.4, 0.9], [-0.4, -0.1, -0.7], [-1.3, -1.1, -2.2], [0.1, 0.2, -0.2], [-1.1, 1.4, 0.3]], "mulliken_charge": [-0.0215, -0.4863, -0.3312, 0.3078, -0.9389, -0.5849, -0.1258, 0.2935, 0.3491, 0.4281, 0.2241, 0.2389, 0.2696, 0.3777], "e_homo_ev": -8.6, "orbital_gap_ev": 9.034, "e_above_lowest_ev": 3.9040, "e_tot_ha": -684.66360}